(1)
Entry from OMol25: a 12-piece molecular cluster, C20H63BBrN23O14 overall (ωB97M-V/def2-TZVPD).

Results
F_max = 8.84 eV/Å
LUMO energy = 0.2844 eV
Frontier orbital gap = 8.4 eV

Geometry (Å):
C 1.815 4.812 2.402
C 1.621 3.617 1.250
C 0.480 2.495 1.732
Br 0.857 2.123 3.664
B 0.692 1.177 0.735
C 2.170 0.474 0.422
C 2.990 0.019 1.765
O 4.194 -0.811 1.499
C 4.826 -0.963 2.849
O 6.113 -1.262 3.053
C -0.599 0.524 -0.045
C -1.432 -0.609 0.785
O -0.964 -2.006 0.566
C -1.569 -0.361 2.397
N -2.430 0.848 2.703
H 2.675 4.542 3.182
H 0.828 5.036 2.995
H 2.145 5.835 1.886
H 1.295 4.036 0.206
H 2.690 3.115 1.157
H -0.628 2.926 1.618
H 2.057 -0.420 -0.356
H 2.787 1.306 -0.173
H 2.238 -0.514 2.485
H 3.403 1.009 2.286
H 4.121 -0.755 3.782
H -0.155 -0.025 -1.008
H -1.291 1.387 -0.494
H -2.544 -0.592 0.352
H -0.110 -2.047 1.104
H -2.172 -1.299 2.824
H -0.538 -0.380 2.988
H -2.000 1.489 3.404
H -2.761 1.341 1.846
N -3.012 -3.643 -0.638
C -4.021 -3.557 -1.524
N -4.581 -4.736 -1.849
O -4.397 -2.495 -1.995
H -2.688 -4.508 -0.239
H -2.563 -2.779 -0.366
H -5.344 -4.715 -2.513
H -4.286 -5.620 -1.472
N 6.750 3.370 0.182
C 6.256 2.506 1.088
N 6.324 1.213 0.722
O 5.785 2.866 2.155
H 7.142 3.092 -0.702
H 6.718 4.353 0.418
H 5.963 0.530 1.375
H 6.709 0.897 -0.152
N 7.622 7.257 -1.762
C 6.793 6.937 -0.753
N 6.703 7.868 0.214
O 6.172 5.886 -0.717
H 8.142 8.117 -1.810
H 7.719 6.583 -2.511
H 6.090 7.666 0.992
H 7.207 8.739 0.202
N 6.680 10.189 -3.423
C 7.995 10.198 -3.704
N 8.356 11.072 -4.661
O 8.797 9.473 -3.136
H 6.005 10.779 -3.879
H 6.366 9.546 -2.708
H 9.338 11.111 -4.902
H 7.711 11.678 -5.139
N -5.106 -4.519 -7.058
C -5.051 -4.986 -5.798
N -3.852 -5.476 -5.435
O -6.011 -4.968 -5.044
H -4.326 -4.526 -7.693
H -5.991 -4.141 -7.371
H -3.767 -5.838 -4.494
H -3.049 -5.500 -6.041
N -6.564 -7.914 -4.104
C -5.804 -8.910 -4.594
N -6.189 -10.143 -4.219
O -4.843 -8.710 -5.320
H -7.360 -8.058 -3.505
H -6.309 -6.970 -4.362
H -5.644 -10.921 -4.566
H -6.978 -10.327 -3.622
N 2.587 11.475 -1.443
C 3.348 10.479 -1.933
N 2.962 9.245 -1.558
O 4.309 10.678 -2.659
H 1.792 11.330 -0.844
H 2.843 12.419 -1.701
H 3.508 8.467 -1.905
H 2.174 9.061 -0.961
N -2.786 -3.424 6.168
C -2.229 -3.571 4.952
N -1.476 -4.677 4.813
O -2.394 -2.767 4.049
H -2.663 -4.076 6.924
H -3.361 -2.605 6.315
H -1.038 -4.826 3.913
H -1.329 -5.352 5.545
N -9.386 -10.796 0.351
C -8.829 -10.943 -0.864
N -8.076 -12.049 -1.004
O -8.994 -10.138 -1.767
H -9.263 -11.448 1.108
H -9.961 -9.977 0.499
H -7.638 -12.197 -1.903
H -7.929 -12.723 -0.272
N -2.724 -1.912 9.933
C -3.877 -2.602 9.876
N -4.985 -1.850 10.003
O -3.915 -3.813 9.722
H -2.673 -0.915 10.059
H -1.866 -2.440 9.842
H -5.875 -2.330 9.965
H -4.974 -0.852 10.130
N 1.833 1.153 -4.802
C 1.339 0.290 -3.896
N 1.407 -1.003 -4.262
O 0.868 0.650 -2.829
H 2.225 0.876 -5.686
H 1.801 2.136 -4.566
H 1.046 -1.686 -3.609
H 1.791 -1.319 -5.136

(2)
Entry from OMol25: an isolated ion of composition C6H7FNO3S and charge -1 (ωB97M-V/def2-TZVPD).

Results
F_max = 4.71 eV/Å
Net charge = -1
LUMO energy = 3.3412 eV
Frontier orbital gap = 8.6 eV

Geometry (Å):
C -1.783 0.339 -0.152
C -1.156 -0.967 -0.304
C -1.113 1.447 0.138
C -0.074 -1.080 -1.064
C 0.853 2.767 0.195
C 1.109 0.797 1.395
N 0.221 1.679 0.544
O 1.595 -2.934 -2.107
O -0.151 -3.631 -0.650
O 1.663 -2.156 0.264
F -0.010 3.563 -0.483
S 0.863 -2.597 -0.863
H -2.843 0.540 -0.417
H -1.491 -1.818 0.150
H -1.659 2.288 -0.025
H 0.344 -0.171 -1.368
H 2.011 1.246 1.251
H 0.721 0.830 2.419
H 0.900 -0.143 1.076

(3)
Entry from OMol25: C4H9NO in the gas phase (ωB97M-V/def2-TZVPD).

Results
F_max = 0.44 eV/Å
LUMO energy = 1.0390 eV
Frontier orbital gap = 10.3 eV

Geometry (Å):
C -0.063 2.076 0.108
N 0.353 0.769 -0.353
C -0.302 -0.289 -0.139
C -1.680 -0.564 0.394
O 0.306 -1.495 -0.263
C 1.705 -1.467 -0.490
H -0.990 2.480 -0.323
H -0.174 2.064 1.200
H 0.743 2.781 -0.123
H -2.356 0.292 0.400
H -2.130 -1.392 -0.165
H -1.509 -0.934 1.406
H 1.894 -1.341 -1.559
H 2.093 -2.424 -0.138
H 2.168 -0.636 0.048

(4)
Entry from OMol25: a 20-piece molecular cluster, C24H85BrN40O22 overall (ωB97M-V/def2-TZVPD).

Results
F_max = 1.83 eV/Å
LUMO energy = 0.1756 eV
Frontier orbital gap = 8.6 eV

Geometry (Å):
C 4.193 1.446 -1.976
N 4.147 2.733 -2.713
C 4.631 2.600 -4.098
C 2.820 3.257 -2.650
O 2.602 4.221 -2.000
C 1.679 2.539 -3.366
N 0.550 2.387 -2.458
Br -0.491 3.924 -2.293
C -0.247 1.245 -2.699
O -0.947 0.847 -1.828
O -0.226 0.565 -3.863
H 3.554 1.469 -1.100
H 5.226 1.267 -1.704
H 3.821 0.654 -2.631
H 5.301 1.750 -4.147
H 3.834 2.426 -4.827
H 5.153 3.512 -4.365
H 2.055 1.557 -3.631
H 1.455 3.062 -4.296
H -0.749 0.984 -4.568
C 1.456 3.796 2.092
O 2.430 4.161 2.740
N 1.383 3.931 0.739
N 0.361 3.219 2.673
H 0.595 3.625 0.200
H 2.164 4.348 0.265
H 0.380 3.089 3.672
H -0.445 2.927 2.152
C -1.790 -3.297 -3.566
O -1.898 -4.181 -4.410
N -1.049 -2.172 -3.756
N -2.416 -3.362 -2.358
H -0.964 -1.442 -3.073
H -0.576 -2.070 -4.633
H -2.980 -4.175 -2.164
H -2.345 -2.647 -1.661
C 0.435 4.449 6.604
O 0.334 3.629 5.704
N 1.158 5.592 6.443
N -0.150 4.289 7.825
H 1.267 6.286 7.156
H 1.603 5.729 5.552
H -0.680 3.451 7.984
H -0.072 4.954 8.569
C -2.397 2.289 -6.778
O -1.561 2.349 -5.879
N -3.655 2.789 -6.625
N -2.146 1.731 -7.985
H -4.353 2.749 -7.343
H -3.878 3.215 -5.745
H -1.231 1.349 -8.133
H -2.830 1.684 -8.725
C 8.117 -0.224 -1.543
O 6.959 -0.343 -1.911
N 8.564 -0.736 -0.359
N 9.051 0.438 -2.291
H 9.509 -0.643 -0.042
H 7.898 -1.226 0.222
H 8.748 0.834 -3.168
H 10.006 0.546 -2.013
C -3.456 2.129 4.083
O -4.321 2.752 4.690
N -3.744 1.343 3.013
N -2.134 2.171 4.426
H -3.055 0.830 2.493
H -4.703 1.290 2.728
H -1.869 2.745 5.206
H -1.418 1.665 3.938
C 5.886 6.053 -2.532
O 5.621 5.895 -3.718
N 5.523 5.165 -1.574
N 6.575 7.152 -2.088
H 5.735 5.285 -0.602
H 5.004 4.338 -1.872
H 6.855 7.826 -2.775
H 6.806 7.310 -1.127
C -3.078 -2.053 5.146
O -2.770 -2.345 3.990
N -3.263 -2.992 6.103
N -3.257 -0.759 5.531
H -3.525 -2.787 7.046
H -3.151 -3.949 5.834
H -3.123 -0.052 4.832
H -3.511 -0.484 6.460
C -5.485 -6.012 -4.409
O -6.606 -6.144 -4.883
N -5.133 -6.557 -3.209
N -4.500 -5.305 -5.037
H -4.226 -6.457 -2.795
H -5.836 -7.070 -2.715
H -4.732 -4.891 -5.919
H -3.572 -5.168 -4.666
C -3.674 2.826 9.371
O -2.743 3.157 10.089
N -3.588 2.818 8.011
N -4.882 2.435 9.878
H -4.340 2.555 7.399
H -2.719 3.104 7.604
H -4.980 2.430 10.875
H -5.660 2.162 9.309
C 5.972 -1.361 2.623
O 6.221 -1.640 1.459
N 5.941 -2.298 3.611
N 5.702 -0.080 3.016
H 5.735 -2.083 4.567
H 6.133 -3.256 3.357
H 5.711 0.629 2.307
H 5.489 0.179 3.959
C 6.065 -6.247 4.503
O 6.088 -5.297 3.738
N 6.228 -6.107 5.852
N 5.875 -7.525 4.067
H 6.213 -6.874 6.496
H 6.371 -5.180 6.203
H 5.752 -7.658 3.080
H 5.852 -8.322 4.672
C -3.972 -5.076 0.659
O -4.143 -5.253 -0.542
N -4.401 -5.980 1.591
N -3.348 -3.978 1.158
H -4.269 -5.866 2.577
H -4.864 -6.802 1.253
H -3.014 -3.304 0.498
H -3.205 -3.803 2.141
C -4.465 2.189 -0.783
O -3.605 2.225 0.079
N -5.725 2.687 -0.583
N -4.245 1.649 -2.018
H -6.447 2.667 -1.276
H -5.920 3.092 0.313
H -3.328 1.274 -2.198
H -4.939 1.607 -2.739
C -6.412 -4.830 5.956
O -5.448 -4.558 6.657
N -6.368 -4.696 4.592
N -7.592 -5.276 6.462
H -7.139 -4.904 3.987
H -5.517 -4.348 4.194
H -7.662 -5.383 7.462
H -8.388 -5.498 5.896
C 9.608 0.640 -6.067
O 8.803 1.171 -5.317
N 9.218 -0.086 -7.149
N 10.960 0.743 -5.880
H 9.857 -0.517 -7.787
H 8.224 -0.175 -7.311
H 11.275 1.277 -5.093
H 11.637 0.318 -6.482
C 5.784 1.416 -8.478
O 6.003 0.381 -7.872
N 6.410 2.585 -8.161
N 4.894 1.484 -9.514
H 6.248 3.451 -8.637
H 7.063 2.562 -7.397
H 4.418 0.639 -9.765
H 4.697 2.324 -10.023
C -9.113 -4.922 10.374
O -8.792 -5.135 9.215
N -9.308 -5.929 11.274
N -9.302 -3.661 10.856
H -9.571 -5.778 12.228
H -9.176 -6.867 10.947
H -9.165 -2.901 10.216
H -9.565 -3.460 11.801
C -4.854 2.169 -10.711
O -4.395 1.325 -9.950
N -4.282 2.451 -11.913
N -5.975 2.885 -10.412
H -4.640 3.134 -12.553
H -3.458 1.936 -12.162
H -6.425 2.692 -9.537
H -6.371 3.578 -11.018

(5)
Entry from OMol25: a 3-piece molecular cluster, C25H46FN7O6P2 overall (ωB97M-V/def2-TZVPD).

Results
F_max = 7.55 eV/Å
LUMO energy = -0.8544 eV
Frontier orbital gap = 6.6 eV

Geometry (Å):
C -2.818 -1.702 1.185
C -1.409 -1.699 1.191
N -0.762 -0.446 1.439
C -0.966 -0.219 2.841
O -1.929 0.189 3.423
C 0.349 -0.547 3.544
C 0.638 -0.717 4.863
F -0.329 -0.608 5.769
C 1.944 -1.015 5.199
C 2.901 -1.085 4.207
C 2.616 -0.870 2.866
C 3.745 -0.915 1.830
C 4.294 0.542 1.675
O 3.676 1.233 0.580
C 2.956 2.317 1.002
O 3.496 3.352 1.290
C 1.300 -0.614 2.513
C 0.639 -0.375 1.161
O 1.187 -0.153 0.119
H -3.338 -1.973 2.106
H -3.350 -1.392 0.282
H -0.866 -2.625 0.972
H 2.217 -1.174 6.239
H 3.924 -1.301 4.509
H 4.532 -1.581 2.194
H 3.300 -1.260 0.892
H 5.387 0.557 1.615
H 4.027 1.077 2.597
H 1.858 2.246 1.093
C -3.754 -7.707 2.285
N -3.988 -6.351 1.822
C -4.454 -5.512 2.925
P -4.585 -5.880 0.260
O -3.917 -4.527 0.207
N -3.620 -6.603 -0.981
C -2.904 -7.856 -0.831
C -2.815 -5.705 -1.802
N -5.706 -7.230 0.164
C -6.270 -7.432 -1.200
C -6.900 -7.048 1.032
H -4.673 -8.276 2.483
H -3.188 -7.682 3.220
H -3.140 -8.286 1.604
H -5.523 -5.642 3.142
H -4.297 -4.456 2.696
H -3.903 -5.718 3.843
H -2.025 -7.747 -0.183
H -2.556 -8.214 -1.805
H -3.546 -8.651 -0.452
H -1.910 -5.370 -1.281
H -3.382 -4.830 -2.106
H -2.507 -6.205 -2.724
H -6.778 -6.536 -1.566
H -6.985 -8.257 -1.187
H -5.510 -7.708 -1.923
H -7.383 -6.083 0.863
H -6.643 -7.124 2.088
H -7.628 -7.836 0.849
C 4.014 5.523 -4.057
N 4.553 6.576 -3.217
C 5.778 6.123 -2.560
P 3.641 7.744 -2.311
O 4.677 8.841 -2.324
N 2.510 8.557 -3.340
C 1.932 7.973 -4.536
C 2.736 9.978 -3.581
N 2.395 6.585 -1.875
C 1.174 7.218 -1.302
C 2.842 5.631 -0.824
H 3.546 4.700 -3.498
H 4.816 5.085 -4.657
H 3.294 5.888 -4.782
H 5.586 5.494 -1.680
H 6.370 6.976 -2.224
H 6.409 5.553 -3.243
H 2.662 7.910 -5.353
H 1.092 8.580 -4.887
H 1.506 6.988 -4.344
H 3.538 10.150 -4.310
H 2.987 10.501 -2.662
H 1.826 10.449 -3.963
H 1.407 7.822 -0.421
H 0.456 6.447 -1.016
H 0.663 7.851 -2.019
H 3.264 6.144 0.042
H 3.585 4.932 -1.205
H 2.011 5.014 -0.487

(6)
Entry from OMol25: C5H8ClN3O3S2 as an isolated structure (ωB97M-V/def2-TZVPD).

Results
F_max = 6.86 eV/Å
LUMO energy = 0.2268 eV
Frontier orbital gap = 9.4 eV

Geometry (Å):
C 2.036 0.570 0.299
C 0.637 -0.397 -1.309
C 1.663 0.736 -1.179
C 0.319 -0.651 0.888
C -0.945 0.315 1.953
N 1.518 -0.081 1.206
N -0.121 -0.766 -0.349
N 0.393 -0.835 -2.586
O -2.759 -0.111 -0.061
O -3.177 1.608 1.759
O -1.389 1.959 0.151
S 0.207 -2.356 1.643
S -2.147 1.072 0.968
Cl 3.487 1.328 0.749
H 1.121 1.640 -1.188
H 2.421 0.878 -1.887
H -0.312 1.131 2.217
H -1.319 -0.341 2.687
H -2.144 -0.695 -0.465
H 1.053 -0.545 -3.281
H -0.111 -1.718 -2.708
H -0.430 -2.742 0.495

Question: What is the frontier orbital gap in the first record?
Answer: 8.4 eV

Question: What is the formula in the first record?
Answer: C20H63BBrN23O14

Copy entry 3 word for word.
Entry from OMol25: C4H9NO in the gas phase (ωB97M-V/def2-TZVPD).

Results
F_max = 0.44 eV/Å
LUMO energy = 1.0390 eV
Frontier orbital gap = 10.3 eV

Geometry (Å):
C -0.063 2.076 0.108
N 0.353 0.769 -0.353
C -0.302 -0.289 -0.139
C -1.680 -0.564 0.394
O 0.306 -1.495 -0.263
C 1.705 -1.467 -0.490
H -0.990 2.480 -0.323
H -0.174 2.064 1.200
H 0.743 2.781 -0.123
H -2.356 0.292 0.400
H -2.130 -1.392 -0.165
H -1.509 -0.934 1.406
H 1.894 -1.341 -1.559
H 2.093 -2.424 -0.138
H 2.168 -0.636 0.048